i.
Below is an isolated ion of composition C6H15N and charge -1, with properties calculated with wB97M-V/def2-TZVPD.

Each line ends with the Löwdin spin population.
Cartesian coordinates (Å):
C: 0.294 -0.627 0.725  0.142
C: -0.338 -1.078 -0.612  0.009
C: -1.698 -1.704 -0.373  0.155
C: 0.600 -1.960 -1.445  0.122
C: 0.868 0.773 0.630  0.076
N: -0.139 1.829 0.386  0.012
C: 0.346 3.139 0.749  0.068
H: 1.141 -1.275 0.952  0.051
H: -0.384 -0.844 1.556  0.064
H: -0.644 -0.229 -1.234  0.001
H: -2.292 -1.722 -1.307  0.019
H: -2.261 -1.065 0.309  0.039
H: -1.716 -2.763 -0.094  0.043
H: 0.837 -2.898 -0.936  0.042
H: 1.598 -1.508 -1.539  0.023
H: 0.112 -2.079 -2.418  0.019
H: 1.522 1.008 1.484  0.036
H: 1.534 0.867 -0.243  0.008
H: -0.899 1.577 1.009  0.037
H: 1.207 3.345 0.105  0.005
H: 0.695 3.293 1.781  0.020
H: -0.383 3.922 0.516  0.008

- total charge = -1
- HOMO-LUMO gap (alpha / beta) (eV) = 2.32 / 9.51
- LUMO energy (alpha / beta) (eV) = 3.835 / 3.819
- spin multiplicity = 2
- HOMO energy (alpha / beta) (eV) = 1.5 / -5.7

***

ii.
Below is an isolated ion of composition C6H15N and charge -1, with properties calculated with wB97M-V/def2-TZVPD.

Each line ends with the Löwdin spin population.
Cartesian coordinates (Å):
C: 1.064 -0.655 -0.372  0.040
N: 0.198 -0.028 -1.375  0.009
C: -1.158 -0.571 -1.464  0.107
C: -1.906 0.026 -2.650  0.094
C: 1.402 0.246 0.828  0.042
C: 0.412 0.313 3.176  0.168
C: 0.190 0.625 1.691  0.158
H: 0.591 -1.556 0.020  0.017
H: 2.008 -0.941 -0.852  0.006
H: 0.139 0.967 -1.212  0.018
H: -1.088 -1.651 -1.598  0.016
H: -1.745 -0.396 -0.554  0.050
H: -2.920 -0.378 -2.685  0.023
H: -1.382 -0.233 -3.570  0.004
H: -1.977 1.112 -2.571  0.024
H: 1.917 1.139 0.457  0.018
H: 2.154 -0.280 1.426  0.006
H: 1.300 0.845 3.532  0.020
H: -0.422 0.656 3.795  0.052
H: 0.549 -0.762 3.299  0.021
H: -0.663 0.029 1.368  0.034
H: -0.074 1.673 1.547  0.073

- total charge = -1
- HOMO-LUMO gap (alpha / beta) (eV) = 2.51 / 9.36
- LUMO energy (alpha / beta) (eV) = 4.061 / 4.160
- spin multiplicity = 2
- HOMO energy (alpha / beta) (eV) = 1.6 / -5.2

***

Most stable pick: ii. Distance to second place: 0.0092 hartree.

***

i.
Below is a 15-piece molecular cluster, C8H26B2O29 overall, with properties calculated with wB97M-V/def2-TZVPD.

Each line ends with the Löwdin charge.
Cartesian coordinates (Å):
O: 4.767 -2.869 0.968  0.092
C: 3.642 -2.390 1.108  -0.335
O: 2.415 -2.804 0.685  0.209
B: 1.433 -1.795 1.156  -0.823
O: 2.204 -0.837 1.974  0.218
C: 3.510 -1.078 1.948  -0.334
O: 4.467 -0.405 2.404  0.078
O: 0.255 -2.403 1.834  0.222
C: -0.876 -2.027 1.312  -0.360
O: -2.022 -2.299 1.677  0.096
C: -0.481 -1.156 0.024  -0.366
O: 0.828 -1.104 -0.035  0.199
O: -1.197 -0.562 -0.776  0.107
O: -9.575 8.755 -3.120  0.109
C: -8.758 7.850 -3.113  -0.362
O: -8.887 6.615 -2.609  0.207
B: -7.567 5.919 -2.761  -0.833
O: -6.615 6.935 -3.231  0.238
C: -7.248 8.049 -3.488  -0.364
O: -6.793 9.074 -4.021  0.087
O: -7.095 5.296 -1.493  0.204
C: -6.856 4.003 -1.621  -0.354
O: -6.366 3.261 -0.784  0.107
C: -7.278 3.630 -3.159  -0.306
O: -7.665 4.781 -3.720  0.197
O: -7.167 2.505 -3.696  0.071
O: -5.552 -0.599 4.596  -0.056
H: -6.359 -1.108 4.673  0.023
H: -5.104 -0.972 3.837  0.032
O: 6.991 -6.993 -2.482  -0.056
H: 7.533 -6.845 -3.257  0.025
H: 6.324 -6.308 -2.521  0.031
O: 1.600 -2.516 -4.246  -0.051
H: 1.434 -1.983 -3.469  0.029
H: 2.533 -2.726 -4.198  0.021
O: -0.555 2.346 3.558  -0.051
H: -1.154 3.051 3.805  0.026
H: -0.796 1.617 4.129  0.028
O: 7.647 3.496 1.866  -0.058
H: 7.176 2.864 2.408  0.030
H: 7.246 4.340 2.076  0.027
O: -6.983 -2.780 -2.291  -0.056
H: -7.410 -3.278 -2.989  0.020
H: -6.427 -2.151 -2.751  0.035
O: 7.310 -3.363 5.433  -0.056
H: 6.513 -3.893 5.447  0.026
H: 7.403 -3.092 4.520  0.028
O: -2.498 3.490 -3.830  -0.056
H: -2.074 4.174 -3.313  0.026
H: -2.601 2.758 -3.222  0.031
O: -5.271 -7.161 2.203  -0.058
H: -4.756 -6.355 2.164  0.033
H: -6.158 -6.890 1.965  0.026
O: 5.262 0.862 -2.116  -0.048
H: 6.214 0.943 -2.057  0.026
H: 5.107 -0.076 -2.231  0.024
O: 2.341 3.696 0.492  -0.056
H: 2.746 2.828 0.481  0.026
H: 1.498 3.562 0.926  0.026
O: 6.919 -8.113 2.316  -0.056
H: 6.542 -7.274 2.580  0.029
H: 6.898 -8.095 1.359  0.027
O: 9.858 -0.820 2.610  -0.054
H: 10.468 -1.034 1.904  0.025
H: 9.057 -0.549 2.161  0.030

- total charge = -2
- HOMO-LUMO gap (eV) = 8.40
- LUMO energy (eV) = 2.757
- HOMO energy (eV) = -5.6

***

ii.
Below is a 15-piece molecular cluster, C8H26B2O29 overall, with properties calculated with wB97M-V/def2-TZVPD.

Each line ends with the Löwdin charge.
Cartesian coordinates (Å):
O: 0.337 6.097 27.010  0.147
C: 1.037 5.153 26.787  -0.388
O: 1.930 4.618 27.610  0.226
B: 2.556 3.436 26.986  -0.886
O: 2.024 3.433 25.604  0.195
C: 1.068 4.330 25.477  -0.395
O: 0.410 4.531 24.494  0.131
O: 2.258 2.203 27.720  0.230
C: 3.377 1.566 28.043  -0.380
O: 3.459 0.527 28.627  0.140
C: 4.554 2.431 27.509  -0.394
O: 4.033 3.515 26.976  0.206
O: 5.711 2.152 27.636  0.140
O: 4.471 3.134 24.189  0.198
C: 4.910 4.028 23.541  -0.316
O: 5.776 3.929 22.522  0.219
B: 6.152 5.257 22.071  -0.877
O: 5.322 6.209 22.837  0.225
C: 4.598 5.539 23.727  -0.319
O: 3.858 6.014 24.543  0.160
O: 7.601 5.568 22.285  0.237
C: 8.193 5.775 21.136  -0.349
O: 9.359 5.976 20.932  0.136
C: 7.133 5.606 20.023  -0.349
O: 5.966 5.400 20.620  0.224
O: 7.275 5.680 18.838  0.159
O: 1.295 7.679 23.674  -0.061
H: 2.176 7.503 24.027  -0.011
H: 1.040 6.852 23.254  0.020
O: 5.340 1.268 20.705  -0.053
H: 5.169 1.738 19.879  0.000
H: 4.635 1.538 21.302  0.034
O: 5.546 3.339 18.378  -0.037
H: 5.461 4.097 18.974  0.035
H: 4.643 3.120 18.126  0.066
O: 4.135 9.089 24.263  -0.046
H: 4.370 8.153 24.272  -0.008
H: 4.274 9.378 25.170  0.037
O: 5.901 0.575 24.969  -0.051
H: 5.958 0.779 24.032  0.006
H: 6.780 0.757 25.315  0.036
O: 11.294 4.766 22.666  -0.066
H: 10.581 5.273 22.246  -0.009
H: 11.722 5.391 23.257  0.024
O: 6.485 6.178 16.030  -0.070
H: 6.536 5.702 16.871  -0.007
H: 6.124 7.036 16.270  0.026
O: 7.408 8.607 23.092  -0.043
H: 6.972 7.788 22.827  0.001
H: 7.709 8.432 23.988  0.038
O: 8.225 1.957 22.828  -0.045
H: 7.895 1.105 22.525  0.028
H: 7.550 2.582 22.538  0.005
O: 11.409 6.225 18.818  -0.071
H: 11.349 5.393 18.341  0.029
H: 10.842 6.091 19.591  -0.007
O: 8.285 2.627 17.662  -0.067
H: 7.473 3.033 18.001  -0.017
H: 8.460 1.905 18.273  0.028
O: 1.994 1.200 23.632  -0.063
H: 1.218 1.742 23.803  0.020
H: 2.706 1.695 24.057  0.000
O: 4.846 6.465 27.642  -0.047
H: 4.277 6.015 27.006  0.005
H: 5.447 6.990 27.109  0.020

- total charge = -2
- HOMO-LUMO gap (eV) = 8.96
- LUMO energy (eV) = 3.675
- HOMO energy (eV) = -5.3

***

Most stable pick: ii. Distance to second place: 0.0935 hartree.